one:
The following is a quantum chemistry calculation of 2 unconnected molecules or ions with the total composition C4H10O3, from the Open Molecules 2025 dataset.

Results
frontier orbital gap	10.763	eV
lowest unoccupied orbital energy	0.62	eV

```
! RIJCOSX wB97M-V def2-TZVPD def2/J DEFGRID3
* xyz 0 1
O 3.7010 -0.2937 -0.2817
O -3.1362 -0.3284 -1.2545
O -1.8538 -0.0421 1.3156
C 1.4404 0.4372 -0.4680
C 0.4746 -0.2901 0.4672
C -0.6891 0.6147 0.7874
C 2.6269 -0.4411 -0.8016
H 1.8530 1.3148 0.0422
H -2.5649 -0.9802 -0.8210
H 2.3978 -1.3535 -1.3842
H -0.9977 1.1961 -0.0902
H 1.0923 -0.5402 1.3302
H 0.0108 -1.1545 -0.0176
H -0.5392 1.4476 1.4858
H -1.6306 -0.9083 1.6626
H -3.1903 0.3959 -0.6246
H 1.0049 0.9259 -1.3476
*
```

Löwdin population analysis, charges in e, atoms 1 to 8: 0.061, -0.067, -0.088, -0.177, -0.175, -0.271, -0.270, 0.123


two:
The following is a quantum chemistry calculation of 3 unconnected molecules or ions with the total composition C4H10O3, from the Open Molecules 2025 dataset.

Results
frontier orbital gap	8.812	eV
lowest unoccupied orbital energy	0.42	eV

```
! RIJCOSX wB97M-V def2-TZVPD def2/J DEFGRID3
* xyz 0 1
O 1.9428 -1.3264 -1.6338
O 1.4965 -0.0730 0.8929
O -1.2621 -0.5322 -2.7038
C -0.4465 -0.7355 2.7423
C 0.0714 1.7796 0.0647
C 0.3666 0.6643 0.8591
C -0.6377 0.2348 1.8520
H 1.6595 -0.3404 -0.0403
H -1.6788 -0.2703 -1.8509
H 2.2306 -0.8331 -2.4552
H -1.1099 2.0698 0.0676
H -1.8551 -0.0965 -3.2974
H -1.6558 0.6156 1.5295
H 0.9749 -1.3619 -1.7277
H 0.2544 -1.4291 2.6035
H -1.0905 -0.7374 3.6105
H 0.7397 2.3717 -0.5130
*
```

Löwdin population analysis, charges in e, atoms 1 to 8: -0.065, 0.022, -0.058, 0.042, 0.055, -0.444, -0.148, 0.070


one comes first in stability; the runner-up is 140.7 kJ/mol higher.


one:
The following is a quantum chemistry calculation of a gas-phase ion, C6H17N2 (charge +1), from the Open Molecules 2025 dataset.

Results
frontier orbital gap	9.741	eV
lowest unoccupied orbital energy	-3.35	eV

```
! RIJCOSX wB97M-V def2-TZVPD def2/J DEFGRID3
* xyz 1 1
N 0.4276 -0.6840 0.3127
N 0.6994 -0.3135 -2.2781
C 0.9782 1.9269 -1.9292
C -0.2858 -1.2270 1.4976
C -0.1030 0.5689 -0.0965
C 0.0140 0.8455 -1.5966
C -1.7727 -1.2505 1.1875
C 0.1796 -0.4509 2.8101
H -1.1647 0.6800 0.1634
H 1.7195 -0.1786 -2.6672
H -2.0909 -1.0211 0.1648
H 0.0123 -1.0553 3.6086
H 1.9822 1.8126 -1.5879
H 1.4576 -0.6212 0.5627
H 0.6505 2.8520 -1.4094
H -2.1882 -2.2858 1.2216
H -1.0126 0.9650 -2.0349
H 0.7388 2.3086 -2.9038
H 0.2772 1.4421 0.5815
H -2.3010 -0.5965 1.9082
H 0.0590 -2.2927 1.5422
H -0.3614 0.4016 3.0397
H 0.0579 -0.4602 -3.1695
H 0.7771 -1.0831 -1.6686
H 1.2495 -0.2828 2.7411
*
```

Löwdin population analysis, charges in e, atoms 1 to 8: -0.091, 0.168, -0.072, -0.380, -0.231, -0.322, -0.073, -0.017


two:
The following is a quantum chemistry calculation of 2 unconnected molecules or ions with the total composition C6H17N2, from the Open Molecules 2025 dataset.

Results
frontier orbital gap	4.372	eV
lowest unoccupied orbital energy	-7.94	eV

```
! RIJCOSX wB97M-V def2-TZVPD def2/J DEFGRID3
* xyz 1 1
N 0.0234 -0.2405 0.8102
N 2.4630 2.0277 -0.7729
C 1.1436 2.1462 -0.3315
C -1.4473 -2.1661 0.9457
C -2.9186 -2.5399 1.0052
C -1.3121 -0.6048 0.7283
C 0.1646 1.5791 -1.3723
C 3.0266 0.6921 -0.9348
H 2.3472 -0.0214 -0.4756
H 3.0554 2.7035 -1.2261
H -1.8069 -0.3554 -0.2198
H 0.9869 1.6228 0.6573
H -0.7523 2.1317 -1.1613
H 0.0324 0.5440 -1.1017
H -3.5095 -1.7747 1.5000
H -0.8445 -2.7697 0.2781
H -3.3130 -2.5881 -0.0075
H -1.9817 -0.1291 1.4668
H 1.0385 3.2193 -0.1624
H -1.0324 -2.3621 1.9435
H 0.3972 1.7405 -2.4118
H 3.9872 0.6391 -0.4120
H 0.2197 -0.3640 1.8185
H 3.1381 0.3921 -1.9786
H -3.1054 -3.5223 1.4147
*
```

Löwdin population analysis, charges in e, atoms 1 to 8: 0.207, -0.037, -0.267, -0.180, -0.082, -0.275, -0.060, -0.060


three:
The following is a quantum chemistry calculation of 2 unconnected molecules or ions with the total composition C6H17N2, from the Open Molecules 2025 dataset.

Results
frontier orbital gap	5.104	eV
lowest unoccupied orbital energy	-8.58	eV

```
! RIJCOSX wB97M-V def2-TZVPD def2/J DEFGRID3
* xyz 1 1
N 0.9047 -0.2962 -1.0530
N -1.4217 -0.3947 0.4798
C -0.2184 0.4228 0.9299
C 1.0336 -0.2899 0.3449
C 3.6047 -0.0526 -0.0737
C -3.6839 -0.5754 -0.3060
C -2.5860 0.3449 0.2042
C 2.3603 0.4437 0.8215
H 3.2542 0.0696 -1.1605
H 3.9569 -1.1859 0.1209
H 2.5965 0.5270 1.9565
H -1.1145 -1.0262 -0.1919
H 0.9594 -1.3153 0.7804
H 0.3884 1.7794 -5.2153
H 1.5058 -1.1072 -1.3299
H -2.4111 1.1945 -0.5207
H -2.9512 0.8420 1.1088
H -3.9676 -1.3546 0.4251
H -0.3116 0.5322 2.0384
H -4.5554 0.0513 -0.5072
H -0.2345 1.6219 0.5382
H -3.4444 -0.9443 -1.3694
H 2.0996 1.4150 0.4045
H 4.4903 0.5738 0.0951
H 0.2966 1.4013 -4.6851
*
```

Löwdin population analysis, charges in e, atoms 1 to 8: 0.330, 0.029, -0.148, -0.431, -0.084, -0.084, -0.295, -0.131


four:
The following is a quantum chemistry calculation of 2 unconnected molecules or ions with the total composition C6H17N2, from the Open Molecules 2025 dataset.

Results
frontier orbital gap	5.484	eV
lowest unoccupied orbital energy	-8.45	eV

```
! RIJCOSX wB97M-V def2-TZVPD def2/J DEFGRID3
* xyz 1 1
N 0.5403 -0.8870 0.3831
N -1.4847 0.8041 -0.2841
C -3.3937 -0.2929 0.7494
C 2.2800 0.8308 0.1987
C 3.4213 0.2418 -0.7005
C -0.1542 1.3422 -0.1676
C 0.9534 0.2423 -0.2658
C -2.0648 0.4063 0.9708
H -0.8282 -3.8343 -1.4757
H 3.4422 -0.7892 -0.3190
H 1.1746 -1.6958 0.4338
H 3.1784 0.1605 -1.7700
H -3.3293 -1.1145 0.0282
H -2.2618 1.3233 1.5594
H 1.0258 -0.0612 -1.3388
H -1.3776 -0.1708 1.6398
H 2.3183 1.9193 0.2665
H -0.9769 -3.1282 -1.4932
H -3.9087 -0.5973 1.6607
H -4.1447 0.3672 0.3000
H -1.3343 -0.0421 -0.8469
H 2.4909 0.4125 1.1830
H -0.0306 1.7805 0.8341
H 4.4119 0.6762 -0.6256
H 0.0524 2.1063 -0.9200
*
```

Löwdin population analysis, charges in e, atoms 1 to 8: 0.349, 0.019, -0.072, -0.175, -0.067, -0.136, -0.417, -0.276


one comes first in stability; the runner-up is 386.2 kJ/mol higher.


one:
The following is a quantum chemistry calculation of 2 unconnected molecules or ions with the total composition C2H10N3O, from the Open Molecules 2025 dataset.

Results
frontier orbital gap	11.922	eV
lowest unoccupied orbital energy	-3.00	eV

```
! RIJCOSX wB97M-V def2-TZVPD def2/J DEFGRID3
* xyz 1 1
O -1.5756 1.6397 -0.6531
N 0.2758 -0.3714 0.9746
N 0.4024 -0.4195 -1.3290
N 1.9897 0.8345 -0.0141
C -0.7861 -1.4357 0.9115
C 0.9449 -0.0026 -0.1101
H -1.0882 -1.8451 1.8945
H 2.4850 1.1209 -0.8063
H 2.4497 0.9076 0.8549
H -1.6697 -0.9439 0.5013
H -0.4454 -0.9563 -1.1357
H -1.7475 2.0708 0.2047
H -2.2715 1.8865 -1.2821
H -0.4136 -2.2958 0.2678
H 0.7512 0.1654 -2.1735
H 0.6989 -0.3550 1.8947
*
```

Löwdin population analysis, charges in e, atoms 1 to 8: -0.067, 0.039, 0.175, 0.225, -0.033, -0.421, 0.109, 0.110


two:
The following is a quantum chemistry calculation of a gas-phase ion, C2H10N3O (charge +1), from the Open Molecules 2025 dataset.

Results
frontier orbital gap	10.969	eV
lowest unoccupied orbital energy	-3.29	eV

```
! RIJCOSX wB97M-V def2-TZVPD def2/J DEFGRID3
* xyz 1 1
O -1.6863 1.0280 -0.1968
N 1.5172 0.7395 -0.8941
N -1.2976 -1.1910 0.1981
N 1.1626 -0.5762 1.0574
C -0.7950 0.0447 -0.4155
C 0.5521 0.4520 0.2935
H -1.7637 -1.7451 -0.5189
H 0.9526 1.2061 -1.5537
H 2.2679 1.3575 -0.5110
H 1.3074 -0.3255 1.9957
H -1.9093 -1.0058 0.9771
H -2.6096 0.6814 -0.0585
H 0.4397 -1.3860 1.1982
H 0.3908 1.3626 0.8074
H -0.5087 -0.4237 -1.3486
H 1.9801 -0.2185 -1.0301
*
```

Löwdin population analysis, charges in e, atoms 1 to 8: 0.033, 0.220, 0.052, 0.067, -0.451, -0.292, 0.105, 0.134


three:
The following is a quantum chemistry calculation of 2 unconnected molecules or ions with the total composition C2H10N3O, from the Open Molecules 2025 dataset.

Results
frontier orbital gap	11.877	eV
lowest unoccupied orbital energy	-3.07	eV

```
! RIJCOSX wB97M-V def2-TZVPD def2/J DEFGRID3
* xyz 1 1
O -1.2421 -3.1008 -1.3139
N -0.4526 0.7621 0.6598
N 1.3520 1.4640 -0.6191
N 0.3616 -0.5691 -1.0758
C 0.0123 1.3736 1.9273
C 0.4203 0.5550 -0.3432
H 1.3880 2.3230 -0.0975
H 1.8985 1.3593 -1.4597
H -1.3054 0.2299 0.6367
H -0.8534 1.3388 2.5941
H 0.7649 0.7602 2.3888
H -0.3688 -1.2284 -0.8395
H 0.2140 2.4321 1.7945
H -1.6049 -3.2668 -0.4408
H 0.5129 -0.4817 -2.0719
H -1.0973 -3.9513 -1.7398
*
```

Löwdin population analysis, charges in e, atoms 1 to 8: -0.048, 0.038, 0.225, 0.214, -0.023, -0.432, 0.126, 0.140


three comes first in stability; the runner-up is 48.0 kJ/mol higher.


one:
The following is a quantum chemistry calculation of a molecular structure, C3H9N3O2, from the Open Molecules 2025 dataset.

Results
frontier orbital gap	9.343	eV
lowest unoccupied orbital energy	-0.07	eV

```
! RIJCOSX wB97M-V def2-TZVPD def2/J DEFGRID3
* xyz 0 1
O 1.9590 -1.3267 -0.0506
O 3.3711 0.7099 0.2912
N 0.3784 -0.1719 0.9591
N 2.2205 0.9877 0.6707
N 1.4198 -0.0048 0.2719
C -0.9063 -0.0782 0.3122
C -1.3898 1.4035 -0.1704
C -1.0736 -1.1422 -0.7788
H -0.7322 -2.1659 -0.1820
H -1.9092 1.2624 -1.4190
H -1.6490 -0.7665 0.7238
H -2.0069 2.2616 0.6917
H -0.3636 -0.8122 -1.5264
H -0.1400 2.1364 -0.2536
H 2.8619 -1.1528 -0.5779
H 0.2661 0.2026 2.0429
H -2.3062 -1.3430 -1.0046
*
```

Löwdin population analysis, charges in e, atoms 1 to 8: -0.015, -0.072, -0.081, 0.022, -0.274, -0.525, -0.114, -0.145


two:
The following is a quantum chemistry calculation of 4 unconnected molecules or ions with the total composition C3H9N3O2, from the Open Molecules 2025 dataset.

Results
frontier orbital gap	7.783	eV
lowest unoccupied orbital energy	-0.66	eV

```
! RIJCOSX wB97M-V def2-TZVPD def2/J DEFGRID3
* xyz 0 1
O -0.5126 -0.1418 -0.2901
O -1.6961 -0.3968 2.1733
N -0.3945 0.2836 1.8701
N 2.1888 0.6475 1.7601
N 1.4531 0.5104 0.5673
C -1.0071 -0.6563 -2.4842
C 0.2666 0.2453 0.6538
C 0.0296 -0.5690 -1.5895
H 0.2134 -0.1656 2.6924
H 0.4837 -1.5515 -1.3944
H -0.7209 -0.8489 -3.5239
H 0.8510 0.0917 -2.1493
H -1.6502 0.3188 -2.5079
H 3.5114 1.4116 1.1606
H -2.1986 0.6580 3.0193
H -1.8614 -1.5723 -2.5249
H 1.0437 1.7354 2.5674
*
```

Löwdin population analysis, charges in e, atoms 1 to 8: 0.019, -0.169, -0.077, -0.070, -0.109, -0.172, -0.635, -0.281


one comes first in stability; the runner-up is 228.1 kJ/mol higher.


one:
The following is a quantum chemistry calculation of C3H9N3O2 in the gas phase, from the Open Molecules 2025 dataset.

Results
frontier orbital gap	9.757	eV
lowest unoccupied orbital energy	0.91	eV

```
! RIJCOSX wB97M-V def2-TZVPD def2/J DEFGRID3
* xyz 0 1
O 1.2990 0.7771 0.1465
O 0.1370 -1.2333 1.3650
N -1.4840 0.0186 0.3614
N 2.4340 0.3123 0.8874
N -2.3344 -0.1721 1.4705
C 0.0799 0.3889 -2.0398
C -0.1712 -0.4501 0.4592
C 0.5651 -0.3746 -0.8509
H 1.1597 -1.2712 -1.0456
H 2.7544 1.1424 1.3826
H -0.3067 1.3690 -1.7731
H -1.7422 -0.5285 2.2242
H -3.0122 -0.9001 1.2504
H 0.9278 0.5617 -2.7055
H 2.0498 -0.3350 1.5853
H -0.6894 -0.1765 -2.5683
H -1.6665 0.8714 -0.1493
*
```

Löwdin population analysis, charges in e, atoms 1 to 8: -0.197, 0.012, -0.021, 0.025, 0.017, -0.050, -0.524, -0.100


two:
The following is a quantum chemistry calculation of a molecular structure, C3H9N3O2, from the Open Molecules 2025 dataset.

Results
frontier orbital gap	9.178	eV
lowest unoccupied orbital energy	0.53	eV

```
! RIJCOSX wB97M-V def2-TZVPD def2/J DEFGRID3
* xyz 0 1
O -1.1643 -1.0061 -2.2367
O -0.2766 -2.0226 1.9168
N -1.1653 -1.7584 0.8868
N -1.6694 -0.4448 -1.0070
N 0.3850 -0.2433 0.2866
C 1.7349 1.8390 0.6068
C -0.7032 -0.7599 -0.0135
C 0.9561 0.9676 -0.4144
H 1.5400 3.3609 0.6340
H 2.9765 1.5254 0.6482
H -0.0544 1.5285 -0.5603
H -2.5259 -0.9873 -0.6926
H -0.8673 0.0310 -2.5241
H 1.2513 0.6654 -1.4098
H 0.3270 -1.2153 1.6886
H -1.5591 -2.7547 0.6311
H 0.8146 1.2746 1.5594
*
```

Löwdin population analysis, charges in e, atoms 1 to 8: -0.104, -0.095, -0.064, -0.044, 0.004, -0.158, -0.452, -0.347


one comes first in stability; the runner-up is 496.8 kJ/mol higher.


one:
The following is a quantum chemistry calculation of C5H6O in the gas phase, from the Open Molecules 2025 dataset.

Results
frontier orbital gap	10.509	eV
lowest unoccupied orbital energy	0.85	eV

```
! RIJCOSX wB97M-V def2-TZVPD def2/J DEFGRID3
* xyz 0 1
O -1.3004 0.9780 -1.3922
C -0.5588 0.2018 -0.8392
C 0.9536 0.3276 -1.0756
C 0.5146 0.1271 2.0517
C -0.3398 -0.4117 1.3971
C -1.1606 -0.7558 0.2422
H -2.2091 -0.4625 0.3805
H 1.3142 1.2353 -0.5738
H 1.2591 0.6103 2.6371
H -1.1615 -1.8385 0.0412
H 1.1165 0.4899 -2.1450
H 1.5724 -0.5015 -0.7241
*
```

Löwdin population analysis, charges in e, atoms 1 to 8: 0.078, -0.418, -0.029, 0.118, -0.154, -0.120, 0.120, 0.088


two:
The following is a quantum chemistry calculation of C5H6O in the gas phase, from the Open Molecules 2025 dataset.

Results
frontier orbital gap (spin up / spin down)	7.546 / 7.545	eV
lowest unoccupied orbital energy (spin up / spin down)	-0.02 / -0.02	eV

```
! RIJCOSX wB97M-V def2-TZVPD def2/J DEFGRID3
* xyz 0 1
O 1.1893 0.2144 1.3184
C 0.0331 0.8496 -1.1429
C 0.5659 -0.4274 -1.0833
C -0.0639 0.0665 1.0825
C -0.5655 1.6836 -0.4179
C -0.3210 -1.0282 0.0101
H -1.3891 -1.0922 -0.2284
H -1.4077 2.3463 -0.3337
H 1.5421 -0.0137 0.3379
H 1.1338 -0.9611 -1.8314
H 0.0174 -1.9991 0.4012
H -0.7344 0.3615 1.8876
*
```

Löwdin population analysis, charges in e, atoms 1 to 8: 0.026, -0.167, -0.201, -0.185, 0.063, -0.159, 0.109, 0.042


three:
The following is a quantum chemistry calculation of C5H6O in the gas phase, from the Open Molecules 2025 dataset.

Results
frontier orbital gap	8.676	eV
lowest unoccupied orbital energy	-0.01	eV

```
! RIJCOSX wB97M-V def2-TZVPD def2/J DEFGRID3
* xyz 0 1
O -0.2025 -0.1060 -0.2025
C -1.4718 0.1194 -0.4239
C 1.9366 0.7352 0.4738
C 0.4440 0.8265 0.6902
C -2.0234 -1.0478 -1.0481
C -2.6493 -2.0356 -1.3657
H 0.0250 1.8189 0.5167
H 2.2605 1.2948 -0.4048
H -3.1782 -2.9227 -1.6294
H 2.2258 -0.3104 0.3486
H 2.4589 1.1286 1.3476
H 0.1744 0.4991 1.6976
*
```

Löwdin population analysis, charges in e, atoms 1 to 8: -0.116, -0.068, -0.073, -0.239, -0.132, 0.129, 0.113, 0.077


one comes first in stability; the runner-up is 230.5 kJ/mol higher.